3 unconnected molecules or ions with the total composition C35H62FN4O7 in a non-equilibrium geometry. Source: OMol25; level of theory: the ωB97M-V functional and the def2-TZVPD basis.

Each line ends with the Mulliken charge.
Positions of all 109 atoms, in Å:
C  3.930  -2.966  4.527  -1.160
C  3.823  -2.924  2.917  0.779
C  4.776  -1.815  2.231  0.300
O  5.710  -2.227  1.499  -0.563
O  4.441  -0.458  2.496  -0.324
C  5.255  0.468  1.744  -0.443
C  4.633  0.826  0.269  -0.919
C  3.055  1.216  0.412  0.365
N  2.130  0.075  0.529  -0.009
C  0.696  0.268  0.637  0.130
C  -0.312  -0.996  0.721  1.062
C  -1.400  -0.775  -0.491  -0.726
C  -2.436  -2.013  -0.652  -0.683
C  -3.247  -2.157  0.745  0.148
C  -2.844  -3.553  1.441  -0.653
C  -2.156  -3.348  2.916  0.015
C  -3.093  -2.462  3.884  -0.644
C  -2.526  -0.989  4.190  0.329
O  -3.575  -0.191  4.843  -0.441
C  -4.369  0.417  3.782  -0.402
C  0.019  1.688  0.685  -0.363
C  0.978  2.916  0.560  0.535
C  0.292  4.362  0.587  -0.067
O  -0.022  4.881  -0.517  -0.355
O  -0.037  5.093  1.789  -0.167
O  -1.055  4.372  2.352  -0.080
C  -1.241  4.737  3.713  0.425
N  -1.525  5.066  4.834  -0.383
C  2.518  2.668  0.400  0.179
C  3.492  3.934  0.229  -0.914
C  3.533  4.267  -1.361  0.625
O  4.323  3.631  -2.099  -0.464
F  2.665  5.266  -1.901  -0.201
H  2.984  -2.500  4.990  0.292
H  4.887  -2.495  4.949  0.329
H  3.938  -4.072  4.851  0.332
H  4.117  -3.978  2.542  0.173
H  2.722  -2.782  2.629  -0.392
H  5.212  1.473  2.323  0.334
H  6.365  0.195  1.688  0.396
H  4.773  -0.061  -0.436  0.396
H  5.209  1.750  -0.127  0.288
H  2.494  -0.890  0.532  0.303
H  0.341  -1.933  0.527  -0.330
H  -0.809  -1.092  1.748  -0.476
H  -0.753  -0.594  -1.432  0.388
H  -2.040  0.174  -0.305  0.237
H  -1.923  -2.970  -1.006  0.181
H  -3.197  -1.688  -1.466  0.355
H  -4.373  -2.142  0.469  0.438
H  -3.003  -1.246  1.413  -0.193
H  -3.828  -4.138  1.629  0.404
H  -2.164  -4.168  0.757  -0.039
H  -1.064  -2.998  2.853  -0.153
H  -2.116  -4.415  3.371  0.414
H  -3.195  -3.030  4.876  0.347
H  -4.132  -2.398  3.375  0.153
H  -1.598  -1.108  4.873  0.297
H  -2.206  -0.394  3.263  -0.259
H  -5.285  0.921  4.271  0.300
H  -4.746  -0.357  3.021  0.172
H  -3.801  1.226  3.195  0.093
H  -1.105  1.827  0.801  0.391
H  2.980  4.804  0.800  0.487
H  4.543  3.742  0.631  0.353
C  0.922  -5.133  1.116  -1.027
C  0.617  -5.670  -0.277  -0.691
N  1.716  -5.499  -1.221  0.194
C  1.327  -5.730  -2.612  -0.620
C  0.878  -7.138  -2.997  -1.008
C  3.001  -6.071  -0.828  -0.330
C  3.050  -7.565  -0.518  -1.085
H  1.242  -4.087  1.076  -0.128
H  0.025  -5.182  1.739  0.396
H  1.699  -5.718  1.614  0.520
H  -0.255  -5.119  -0.647  0.608
H  0.312  -6.721  -0.194  0.184
H  2.146  -5.428  -3.273  0.397
H  0.508  -5.040  -2.852  0.306
H  1.721  -7.828  -3.057  0.230
H  0.415  -7.117  -3.988  0.406
H  0.139  -7.545  -2.303  0.270
H  3.358  -5.530  0.056  0.005
H  3.749  -5.844  -1.596  0.431
H  2.230  -7.887  0.126  0.260
H  3.982  -7.799  0.006  0.409
H  3.038  -8.168  -1.426  0.277
C  -3.012  4.065  -4.289  -1.288
C  -3.112  5.493  -4.814  -0.345
N  -3.574  6.451  -3.815  0.109
C  -3.959  7.742  -4.384  -0.677
C  -2.866  8.575  -5.050  -0.950
C  -2.801  6.518  -2.579  -0.805
C  -1.311  6.832  -2.687  -0.686
H  -3.957  3.741  -3.845  0.327
H  -2.777  3.383  -5.111  0.440
H  -2.221  3.959  -3.541  0.144
H  -3.827  5.476  -5.643  0.463
H  -2.144  5.784  -5.240  0.264
H  -4.443  8.348  -3.611  0.346
H  -4.743  7.561  -5.128  0.403
H  -2.201  9.032  -4.315  0.227
H  -3.323  9.394  -5.614  0.397
H  -2.266  7.992  -5.753  0.270
H  -2.908  5.559  -2.059  0.355
H  -3.266  7.241  -1.899  0.322
H  -0.814  6.248  -3.465  0.224
H  -0.819  6.594  -1.741  0.242
H  -1.133  7.891  -2.878  0.271

Its total charge is +1. Its LUMO energy is -5.04 eV. The value obtained for the energy above the lowest of the compared OMol25 structures with the same formula, charge and spin is 196.9 kcal per mole. The calculation puts the HOMO-LUMO gap at 4.48 eV.